# 1
ORCA calculation (ωB97M-V/def2-TZVPD) on an isolated molecule of C19H19ClN4O3 at a distorted geometry.

Geometry as XYZ:
```
46
Properties=species:S:1:pos:R:3:forces:R:3
Cl -0.8616 5.7987 4.9670 0.1 -0.6 -0.3
N -2.3410 -3.8734 -3.8626 -0.8 1.2 -0.9
N -1.5237 -1.7314 -3.1707 0.6 -0.1 -0.1
O 0.3978 2.6992 -1.4274 -0.2 -0.5 0.1
O -1.3397 0.7343 -2.0691 -0.1 -0.5 -0.1
O 0.4449 0.1517 2.1938 -0.2 1.3 0.6
C 0.4123 -4.0829 -1.2595 -0.5 0.8 -1.0
C 1.0027 -2.8934 -0.9238 -0.8 -0.5 -0.3
C -2.3000 -2.5533 -3.8798 0.4 0.8 0.4
C -1.5273 -4.4238 -3.0231 0.4 -2.7 0.9
C -0.6067 -2.3531 -2.3856 -0.1 -0.4 0.1
C 0.7376 4.8046 3.0209 1.1 -0.6 -0.7
C -0.6005 3.1427 4.1513 0.6 1.1 0.0
C 1.3714 3.7859 2.2476 -1.6 -0.3 1.0
C -0.1946 4.5032 3.9836 -0.5 -1.8 0.1
C -0.6199 -3.7513 -2.2464 2.0 1.5 1.6
C -0.0209 2.1352 3.3809 -0.3 1.1 0.2
C 0.9414 2.4473 2.4380 0.4 1.4 0.1
N -1.6177 -5.7774 -2.9310 -0.1 -0.5 -0.1
N 0.3973 -1.8101 -1.5805 -0.1 -0.8 0.0
C -0.3373 0.6672 3.3368 0.9 0.4 -1.0
C 1.8284 -0.0121 -0.3856 0.3 -1.7 -0.6
C 0.1054 1.7263 -0.4148 0.4 1.0 0.8
C -0.4829 0.4421 -0.9828 0.2 0.2 -1.1
C 1.4797 1.3080 0.2541 -1.5 0.3 -0.6
C 1.3827 1.1901 1.7772 0.1 0.0 -0.5
C 0.7460 -0.3729 -1.4332 -0.4 -0.1 0.6
H -0.3394 2.7072 -2.0651 0.2 -0.3 0.3
H -1.4861 -0.1190 -2.5883 -0.1 1.0 0.4
H 0.6940 -5.0620 -0.9068 0.1 0.1 0.0
H 1.8036 -2.8009 -0.2145 0.1 0.4 -0.1
H -3.0036 -2.1110 -4.5412 -0.4 0.7 -0.4
H 1.0124 5.8394 2.8947 0.2 0.1 -0.2
H -1.3154 2.9193 4.9156 -0.4 -0.1 0.3
H 2.0871 4.0822 1.4964 0.1 -0.2 0.0
H -1.2850 -6.2053 -2.0818 -0.2 -0.2 -0.2
H -2.4259 -6.1600 -3.4106 0.3 -0.1 0.4
H -0.0341 0.1689 4.2483 0.0 -0.3 0.2
H -1.3911 0.5519 3.1377 -0.3 -0.5 0.0
H 1.9103 -0.7872 0.3702 -0.1 -0.1 0.2
H 2.7974 0.0207 -0.8711 0.2 0.0 -0.1
H -0.5710 2.1909 0.3459 0.4 -0.4 -0.5
H -1.0219 -0.0802 -0.1957 0.1 -0.3 0.3
H 2.2451 2.0253 -0.0600 -0.3 0.3 0.5
H 2.3695 0.9379 2.1548 0.4 -0.3 0.1
H 1.0805 -0.0191 -2.4040 -0.2 0.1 -0.2
```
Positions in Å, forces in eV/Å.

Properties
Energy, hartree: -1640.38507
SMILES string: Nc1ncnc2c1ccn2[C@@H]1C[C@H]([C@@H]2OCc3cc(Cl)ccc32)[C@@H](O)[C@H]1O
Energy relative to the best compared isomer or geometry (same formula, charge and spin), kcal per mole: 28.4
HOMO level, eV: -8.4
2S+1: 1
HOMO-LUMO gap, eV: 9.01


# 2
ORCA calculation (ωB97M-V/def2-TZVPD) on a structure of composition C3H5O3Rb at a distorted geometry.

Geometry as XYZ:
```
12
Properties=species:S:1:pos:R:3:forces:R:3
H 1.3093 -0.3093 -1.4510 0.0 -0.1 0.2
C 1.0373 -0.8299 -0.5209 -0.4 -0.5 0.2
C -0.4256 -0.8759 -0.3142 -0.3 -0.4 -0.3
O -1.0674 0.3302 -0.4279 0.7 0.1 -0.5
C -2.1873 0.4948 0.2599 -0.7 -0.3 0.5
O -2.6453 1.6673 -0.0899 0.2 0.2 -0.2
H 1.4544 -1.8442 -0.4877 -0.3 0.1 -0.4
H -1.0372 -1.7598 -0.1343 0.3 0.3 0.0
H -3.4563 1.8394 0.4052 0.0 -0.1 0.0
Rb 4.5291 1.5083 0.8969 -0.3 -0.2 0.0
O 1.6242 -0.1269 0.5931 -1.1 0.7 1.7
H 0.8647 -0.0939 1.2707 1.9 0.0 -1.2
```
Positions in Å, forces in eV/Å.

Properties
Energy, hartree: -366.78207
Total charge: +1
Energy relative to the best compared isomer or geometry (same formula, charge and spin), kcal per mole: 21.3
HOMO level (alpha / beta), eV: -11.1 / -11.9
<S²>: 0.75
2S+1: 2
HOMO-LUMO gap (alpha / beta), eV: 7.06 / 7.82


# 3
ORCA calculation (ωB97M-V/def2-TZVPD) on a cluster of 9 separate species, C33H66Cl2O22 in total at a distorted geometry.

Geometry as XYZ:
```
123
Properties=species:S:1:pos:R:3:forces:R:3
C -16.1673 15.1415 19.1972 0.3 -0.1 -1.0
Cl -17.5606 14.2776 18.5392 -0.3 0.0 0.4
Cl -16.2417 16.8256 18.5845 0.0 -0.3 0.5
H -16.0793 15.0824 20.2759 -0.5 0.3 0.0
H -15.2967 14.6825 18.7354 -0.4 0.2 0.1
C -13.6363 22.6870 17.1062 -0.1 0.1 -0.1
C -13.9151 22.6746 15.6089 0.0 -0.2 0.3
O -15.0566 21.8447 15.3421 -0.6 0.7 0.3
C -14.8995 20.5352 15.3200 -0.2 0.1 -0.4
O -13.8718 19.9546 15.1198 0.6 -0.6 0.1
O -16.0948 19.9868 15.4953 -0.5 0.1 0.2
C -16.2299 18.5829 15.3406 0.8 -0.6 0.0
H -14.4556 23.0793 17.7101 -0.2 0.0 -0.3
H -12.7877 23.3372 17.3211 0.2 -0.3 0.0
H -13.4734 21.6617 17.4390 0.4 0.1 0.1
H -13.0754 22.2771 15.0399 0.1 0.2 0.1
H -14.2005 23.6577 15.2446 0.1 0.0 -0.1
H -15.9833 18.2687 14.3236 -0.4 0.2 -0.1
H -17.2412 18.3378 15.6453 0.0 0.0 -0.2
H -15.5217 18.0208 15.9556 -0.1 0.3 0.3
C -12.7175 16.6400 15.5054 -0.5 -1.3 -1.0
C -12.8324 15.2322 14.8712 2.1 0.5 1.3
O -14.1450 14.7131 14.8126 -0.7 -0.3 -0.6
C -14.5044 13.8304 15.7469 -0.9 0.7 -0.6
O -13.8322 13.5288 16.6920 -0.6 -3.0 -4.0
O -15.7720 13.4180 15.6317 0.8 -0.2 -0.4
C -16.3924 13.4648 14.3343 -0.8 0.1 0.6
H -13.1275 16.5850 16.5115 0.1 0.3 0.1
H -13.2392 17.3671 14.8912 0.0 0.3 0.2
H -11.6471 16.8323 15.5255 0.0 0.4 0.2
H -12.2078 14.6134 15.5223 -0.4 -0.3 0.0
H -12.3109 15.1550 13.9179 -0.7 0.2 -0.4
H -15.9082 12.8100 13.6133 0.2 0.1 0.1
H -16.4776 14.4932 13.9917 0.1 -0.1 -0.2
H -17.3873 13.0783 14.5516 0.0 0.0 -0.3
C -20.6643 12.8394 19.8934 0.8 0.2 -1.2
C -20.6429 12.9928 21.3893 0.0 0.2 0.2
O -21.6493 13.9664 21.7542 -0.5 -0.1 -1.2
C -22.0228 14.0359 23.0003 0.1 0.0 2.0
O -21.5071 13.4865 23.9500 0.1 -0.2 -0.6
O -23.0660 14.8651 23.1188 0.0 -0.3 -0.8
C -23.6718 14.9992 24.3888 -0.8 1.2 0.4
H -21.5956 12.5735 19.3950 -0.3 0.0 0.6
H -19.9383 12.1082 19.5250 0.0 -0.3 0.6
H -20.2999 13.7336 19.3811 -0.2 0.3 0.3
H -19.7090 13.4247 21.7455 0.3 -0.4 -0.2
H -20.8179 12.0546 21.9114 -0.1 0.0 0.1
H -23.5947 16.0548 24.6634 0.4 -0.1 0.2
H -23.2906 14.3634 25.1792 0.3 -0.1 -0.3
H -24.7517 14.8762 24.2845 0.1 -0.5 -0.2
C -9.0355 20.1507 21.8413 -0.6 0.8 -0.7
C -9.5131 19.6317 20.4976 1.1 -1.2 -0.7
O -10.9050 19.8491 20.3547 -0.6 0.4 1.1
C -11.5823 19.2636 19.3809 0.2 -0.3 -0.8
O -11.1133 18.5837 18.5006 -0.1 0.0 0.2
O -12.8666 19.5874 19.5189 0.3 0.6 0.1
C -13.7777 19.1619 18.5066 -0.6 0.1 0.3
H -9.3134 21.2051 21.9072 -0.1 -0.1 0.4
H -7.9562 20.1126 21.9651 0.0 -0.3 -0.2
H -9.5301 19.5643 22.6124 0.1 0.2 0.2
H -9.2631 18.5644 20.4773 -0.5 -0.1 -0.2
H -9.0446 20.0144 19.5874 0.3 0.4 0.4
H -13.4812 19.3609 17.4779 0.7 -0.4 0.1
H -14.6700 19.7750 18.6459 0.0 -0.1 0.3
H -14.0391 18.1337 18.7349 0.1 -0.1 -0.5
C -14.3991 15.0522 24.1932 -0.1 0.1 0.3
C -13.5912 14.2140 23.2411 0.0 -1.0 0.2
O -13.7963 14.7269 21.9238 -0.5 1.0 0.1
C -13.1770 14.1763 20.8991 -0.1 0.9 -0.2
O -12.4759 13.2123 20.9314 0.8 -0.6 0.4
O -13.4667 14.8991 19.8090 0.2 -0.3 1.0
C -12.9951 14.3659 18.5870 1.5 1.2 0.2
H -14.3682 14.6622 25.2125 0.3 -0.2 -0.1
H -15.4560 15.0427 23.9397 0.1 0.1 -0.4
H -14.0345 16.0791 24.2338 -0.1 0.0 -0.1
H -13.9375 13.1767 23.2434 0.0 0.0 0.1
H -12.5290 14.1921 23.4908 0.0 0.2 -0.1
H -13.7390 14.2381 17.7984 0.0 1.4 3.0
H -12.4767 13.4112 18.6494 -0.2 0.0 0.5
H -12.2842 15.0736 18.1526 0.2 0.2 0.2
C -14.4812 11.0625 20.3343 0.4 -0.1 -0.9
C -15.7368 11.4682 21.0302 -1.7 -0.4 0.3
O -15.6576 11.2451 22.4582 0.6 0.2 -0.2
C -15.8310 9.9852 22.8570 -0.9 0.2 0.3
O -16.4406 9.1153 22.2918 0.3 -0.2 -0.4
O -15.3276 9.8879 24.0751 0.1 0.6 1.0
C -15.4603 8.6528 24.7686 1.4 -1.0 -1.0
H -14.6754 11.0077 19.2587 -0.1 0.0 0.0
H -14.1857 10.0538 20.6279 -0.1 0.0 0.1
H -13.6174 11.7157 20.4447 -0.4 -0.1 0.3
H -16.6053 10.8945 20.6909 0.4 -0.5 -0.1
H -16.1452 12.4742 20.9102 0.9 0.4 0.1
H -14.9910 7.9084 24.1130 -0.5 -0.3 0.1
H -16.4658 8.3316 25.0208 -0.1 0.4 0.0
H -14.7760 8.6757 25.6130 -0.4 0.5 0.3
O -17.9907 15.3954 21.7873 0.4 -0.1 -0.5
C -19.0326 15.9832 21.9277 0.1 0.4 0.1
O -19.6179 16.0719 23.1376 0.1 0.6 -0.4
C -18.7999 15.5253 24.1693 0.1 -1.3 1.0
C -17.6240 16.3827 24.6177 -0.7 0.2 -0.5
C -19.7649 16.6788 20.8139 -0.2 -0.7 0.4
H -18.4494 14.5511 23.8219 0.1 0.1 0.1
H -19.4637 15.3025 25.0035 -0.2 0.2 -0.1
H -17.9795 17.2458 25.1808 0.1 0.1 -0.1
H -17.0779 16.7075 23.7327 0.2 0.1 0.2
H -16.9767 15.7957 25.2634 0.0 0.0 0.0
H -20.6999 17.0844 21.1898 0.0 0.2 -0.2
H -19.9554 15.9000 20.0754 -0.2 0.1 -0.1
H -19.1211 17.4103 20.3328 0.0 0.1 0.2
O -18.0574 7.1160 18.8901 -0.2 0.4 -0.5
C -17.0387 7.7432 19.0389 -0.5 -0.8 0.2
O -16.9116 9.0497 18.8121 1.0 0.4 -0.4
C -17.8383 9.7012 17.9597 -1.3 0.6 0.3
C -17.4045 11.1440 17.7559 0.4 -0.4 -0.6
C -15.8011 7.1051 19.5648 0.4 0.0 0.4
H -18.8170 9.7017 18.4512 0.0 -0.2 0.0
H -17.9623 9.1614 17.0194 0.2 -0.1 0.0
H -18.1471 11.7253 17.2071 -0.3 -0.2 0.1
H -16.5114 11.2005 17.1299 0.2 0.0 0.2
H -17.2220 11.6530 18.6941 0.0 -0.1 0.1
H -16.0600 6.0961 19.8701 0.0 0.0 0.1
H -15.4496 7.6861 20.4188 0.1 -0.1 0.0
H -14.9942 7.0515 18.8335 -0.1 0.2 -0.1
```
Positions in Å, forces in eV/Å.

Properties
Energy, hartree: -3872.66305
SMILES string: CCOC(=O)OC.CCOC(=O)OC.CCOC(=O)OC.CCOC(=O)OC.CCOC(=O)OC.CCOC(=O)OC.CCOC(C)=O.CCOC(C)=O.ClCCl
Energy relative to the best compared isomer or geometry (same formula, charge and spin), kcal per mole: 0.0
HOMO level, eV: -9.7
2S+1: 1
HOMO-LUMO gap, eV: 10.12


# 4
ORCA calculation (ωB97M-V/def2-TZVPD) on a cluster of 10 separate species, C18H47F6N3O11P in total at a distorted geometry.

Geometry as XYZ:
```
86
Properties=species:S:1:pos:R:3:forces:R:3
P -19.6662 -18.8890 -14.2889 -1.2 0.8 0.4
F -19.3481 -19.5799 -15.7243 0.7 0.5 0.6
F -20.2032 -17.5226 -14.9932 -0.1 -0.3 -0.5
F -21.1494 -19.5314 -14.4191 0.0 -0.4 0.2
F -20.2172 -18.2586 -12.8421 1.0 -0.2 -0.4
F -19.1000 -20.1618 -13.4808 0.0 0.4 -0.3
F -18.2394 -18.1280 -14.1934 0.1 -0.7 0.1
C -17.9073 -15.2313 -16.6199 -0.2 -0.3 -0.2
O -18.2826 -16.4844 -17.1730 0.3 0.2 -0.4
H -18.1697 -15.2491 -15.5607 0.2 0.5 0.0
H -16.8449 -15.0228 -16.7824 0.1 -0.3 0.3
H -18.4255 -14.4175 -17.1375 -0.3 -0.1 0.2
H -18.5978 -17.0506 -16.4669 -0.1 -0.1 0.1
C -22.8675 -19.4178 -10.9204 0.8 0.7 0.8
O -22.2824 -20.1585 -11.9423 -0.6 -1.4 -0.6
H -22.4159 -19.7054 -9.9631 0.0 0.0 0.1
H -22.7228 -18.3363 -10.9940 -0.1 0.0 -0.3
H -23.9334 -19.6206 -10.8069 -0.1 -0.1 -0.4
H -21.6187 -19.7831 -12.5316 -0.4 0.8 0.4
C -16.3137 -16.5035 -12.1428 -0.6 -0.5 -0.9
O -16.9997 -15.4049 -12.7569 0.3 0.3 0.7
H -16.0486 -16.3781 -11.0951 0.0 0.8 -0.1
H -17.0016 -17.3524 -12.1581 0.4 -0.2 -0.1
H -15.4249 -16.6998 -12.7475 0.1 -0.4 0.4
H -17.2039 -15.7118 -13.6444 -0.1 0.0 0.0
C -16.0048 -21.1482 -16.5331 1.3 1.7 -1.1
O -15.5853 -20.4258 -15.3638 -0.8 -0.6 -0.2
H -15.2944 -21.9415 -16.7610 -0.4 -0.5 0.7
H -17.0648 -21.3757 -16.5637 0.1 -0.5 0.2
H -15.8139 -20.4751 -17.3859 -0.4 0.0 -0.1
H -16.3436 -19.8557 -15.1758 0.3 0.1 0.3
C -22.4573 -21.1927 -16.3670 -0.5 -0.5 -0.2
O -23.1002 -21.6078 -17.5827 0.3 0.7 0.3
H -23.1877 -21.2585 -15.5520 0.3 0.0 0.2
H -21.6275 -21.8690 -16.1724 0.0 0.1 0.1
H -22.1011 -20.1668 -16.4161 0.2 -0.1 -0.1
H -23.6368 -20.8213 -17.7678 -0.3 -0.5 -0.4
C -17.2508 -19.4905 -10.3862 0.2 0.1 0.9
C -18.7023 -19.6067 -9.9390 0.9 0.0 -0.1
C -19.4507 -20.8467 -10.4194 0.2 0.9 0.0
O -20.0653 -21.3373 -9.2211 -0.7 -0.3 -0.2
C -19.5151 -20.7679 -8.1408 0.7 0.1 -0.3
O -19.6519 -21.1152 -7.0103 -0.4 -0.1 0.1
O -18.7047 -19.7623 -8.5192 0.0 0.3 0.6
H -17.0853 -19.7237 -11.4347 -0.1 0.1 -0.1
H -16.6434 -20.1371 -9.7471 -0.1 -0.4 -0.3
H -16.8724 -18.5043 -10.1144 -0.1 0.2 -0.4
H -19.2330 -18.6790 -10.1653 -0.2 -0.2 -0.1
H -18.8180 -21.6363 -10.8216 0.1 0.1 -0.1
H -20.1540 -20.4584 -11.1486 -0.4 -0.9 0.1
C -18.4015 -24.9016 -13.6859 0.9 -0.2 0.2
O -17.7336 -24.4372 -12.7806 -0.1 0.2 0.1
N -18.8629 -24.2075 -14.7460 -0.1 0.2 0.7
C -19.8085 -24.8713 -15.6413 0.4 -0.3 0.7
C -18.7735 -22.7681 -14.6381 0.4 1.3 -0.8
H -18.5682 -25.9882 -13.6972 -0.4 -0.1 -0.3
H -20.1631 -24.2109 -16.4243 0.2 0.1 0.0
H -20.6556 -25.2342 -15.0539 -0.2 0.0 -0.3
H -19.2772 -25.7313 -16.0518 -0.3 0.0 -0.4
H -17.8782 -22.3217 -15.0841 0.0 -0.7 -0.5
H -19.6090 -22.2951 -15.1525 -0.1 -0.1 0.3
H -18.6316 -22.3421 -13.6506 -0.8 -0.8 0.5
C -25.6495 -19.8720 -16.1935 0.3 -0.1 -0.1
O -25.1291 -19.6306 -17.2732 -0.1 0.0 0.1
N -25.2775 -19.3528 -15.0160 0.1 0.3 0.5
C -26.0719 -19.5289 -13.8170 0.5 -0.5 0.3
C -24.1778 -18.4288 -14.8664 0.7 0.5 0.0
H -26.4625 -20.6082 -16.0692 -0.1 0.1 -0.2
H -26.3894 -18.5585 -13.4290 -0.5 0.0 -0.3
H -25.4926 -19.9546 -12.9905 0.3 -0.1 -0.3
H -26.8713 -20.2386 -14.0191 -0.3 0.3 0.0
H -23.7265 -18.1158 -15.8062 -0.4 -0.2 -0.3
H -24.5131 -17.5308 -14.3422 -0.1 0.0 0.0
H -23.3390 -18.8378 -14.2985 -0.3 -0.3 0.2
C -24.2106 -14.4713 -13.0822 -0.7 1.0 0.5
O -23.6974 -14.1764 -12.0212 0.4 -0.6 0.0
N -23.6772 -15.0946 -14.1403 -0.2 -0.9 -0.6
C -24.2599 -14.8929 -15.4694 0.4 0.1 0.6
C -22.3584 -15.6630 -14.0622 1.8 0.3 -0.3
H -25.2563 -14.1621 -13.2572 -0.1 -0.1 -0.3
H -23.9458 -15.7367 -16.0767 -0.1 0.2 -0.3
H -23.8898 -13.9375 -15.8478 0.1 -0.2 -0.5
H -25.3467 -14.8315 -15.4517 0.0 -0.2 0.2
H -21.5897 -15.0307 -14.5362 -0.2 0.6 0.5
H -22.0924 -15.8259 -13.0221 0.0 0.1 0.0
H -22.0872 -16.5681 -14.6168 -1.4 -0.3 0.1
```
Positions in Å, forces in eV/Å.

Properties
Energy, hartree: -2646.74922
Total charge: -1
HOMO level, eV: -7.2
2S+1: 1
HOMO-LUMO gap, eV: 9.49